[1]
The following is a DFT calculation (the ωB97M-V functional and the def2-TZVPD basis) of an isolated molecule of C7H6Br3N at a distorted geometry.

Cartesian coordinates (Å):
1 C -2.5376 1.4561 0.4483
2 C -1.0602 1.2146 0.1379
3 Br -0.3004 2.6696 -0.7242
4 C -0.3894 0.0866 0.3659
5 Br -1.2065 -1.4495 1.2594
6 C 1.0319 -0.0041 0.3416
7 C 1.7768 1.0656 0.8599
8 N 2.4438 1.7882 1.4426
9 C 1.8400 -1.0253 -0.4008
10 C 1.0474 -2.0896 -1.0621
11 Br 3.6469 -1.1198 -0.4680
12 H -2.8507 2.0410 -0.4613
13 H -2.6976 2.1024 1.2237
14 H -3.1654 0.5289 0.8012
15 H 1.5163 -2.7757 -1.7918
16 H 0.7638 -2.7150 -0.3193
17 H 0.1410 -1.7741 -1.6528

The calculation puts the HOMO energy (spin up / spin down) at -8.8531 / -8.8531 eV. For the energy above the lowest of the compared OMol25 structures with the same formula, charge and spin, the calculation gives 171.9 kJ/mol.

[2]
The following is a DFT calculation (the ωB97M-V functional and the def2-TZVPD basis) of an isolated molecule of C7H14OSi at a distorted geometry.

Cartesian coordinates (Å):
1 C -1.5442 0.5828 0.2045
2 C -2.0794 1.5242 -0.5985
3 C -0.2795 0.7900 0.9250
4 C -2.2032 -0.7779 0.1430
5 C -1.8125 -1.7637 0.8857
6 C 2.1257 1.3126 -1.2112
7 C 2.1355 -1.0627 0.8352
8 O 0.4558 -0.7484 -1.5891
9 Si 1.0530 0.0514 -0.3147
10 H -2.9151 1.3371 -1.1378
11 H -1.6698 2.5846 -0.6598
12 H -0.2537 1.7765 1.3598
13 H -0.1899 0.1261 1.7339
14 H -3.2098 -0.8054 -0.2748
15 H -2.4393 -2.5949 0.6491
16 H -1.1094 -2.0371 1.5824
17 H -0.3695 -1.2557 -1.3345
18 H 2.2573 2.0806 -0.6279
19 H 3.1019 0.9335 -1.6110
20 H 1.6565 1.7318 -2.0631
21 H 1.8467 -1.5018 1.6819
22 H 2.5342 -1.8652 0.2550
23 H 2.9087 -0.4184 1.1668

The calculation puts the HOMO energy (spin up / spin down) at -5.1688 / -9.9270 eV. For the energy above the lowest of the compared OMol25 structures with the same formula, charge and spin, the calculation gives 0.0 kJ/mol. As for the spin multiplicity: 3.

[3]
The following is a DFT calculation (the ωB97M-V functional and the def2-TZVPD basis) of a cluster of 4 separate species, C8H24O4 in total at a distorted geometry.

Cartesian coordinates (Å):
1 C 4.4618 -2.6583 -29.1403
2 C 3.1560 -2.1728 -29.6202
3 O 2.2369 -2.3716 -28.5666
4 H 4.5530 -2.3486 -28.0992
5 H 5.1724 -2.0393 -29.6879
6 H 4.5092 -3.7427 -29.2404
7 H 2.8638 -2.6129 -30.5736
8 H 3.1511 -1.0931 -29.7695
9 H 1.7145 -3.1667 -28.6950
10 C -0.6867 1.1014 -36.7521
11 C -0.8729 0.5135 -35.4094
12 O -0.6825 1.4541 -34.4253
13 H -0.9446 0.3503 -37.4987
14 H 0.3295 1.4630 -36.9093
15 H -1.2880 2.0068 -36.8348
16 H -0.1911 -0.3369 -35.4201
17 H -1.8236 0.0033 -35.2540
18 H -0.2537 1.0124 -33.6887
19 C -3.2994 7.5937 -40.3461
20 C -4.6350 8.2512 -40.0699
21 O -4.8855 9.2131 -41.0481
22 H -3.3035 7.0490 -41.2903
23 H -3.1361 6.8088 -39.6077
24 H -2.4320 8.2508 -40.2828
25 H -4.7952 8.5600 -39.0369
26 H -5.4219 7.5105 -40.2121
27 H -4.8751 8.8410 -41.9330
28 C 2.0179 5.6904 -29.6559
29 C 1.7053 6.0783 -28.1925
30 O 1.1042 7.3696 -28.2570
31 H 2.5106 4.7214 -29.7364
32 H 2.5668 6.2873 -30.3842
33 H 1.0338 5.5546 -30.1045
34 H 2.6743 6.3283 -27.7603
35 H 1.1714 5.3312 -27.6053
36 H 1.0558 7.7484 -27.3762

The calculation puts the HOMO energy at -10.1066 eV. For the energy above the lowest of the compared OMol25 structures with the same formula, charge and spin, the calculation gives 198.9 kJ/mol.

[4]
The following is a DFT calculation (the ωB97M-V functional and the def2-TZVPD basis) of an isolated molecule of C5H11N.

Cartesian coordinates (Å):
1 C -0.5287 2.1092 -0.1452
2 C -0.4961 0.6912 -0.6582
3 C 0.6552 0.0540 -1.2828
4 C 1.4576 -0.5265 0.7989
5 N 0.1249 -0.4330 0.1495
6 C -0.7942 -1.5773 0.3187
7 H 0.4366 2.4106 0.2689
8 H -1.3193 2.2650 0.6001
9 H -0.7441 2.7627 -1.0006
10 H -1.4970 0.3585 -0.9678
11 H 0.3799 -0.7936 -1.9157
12 H 1.4063 -1.0941 1.7339
13 H 2.1282 -1.0393 0.0953
14 H 1.8841 0.4643 0.9514
15 H -1.6679 -1.3618 0.9580
16 H -0.2564 -2.4184 0.7625
17 H -1.1691 -1.8715 -0.6670

The calculation puts the HOMO energy at -7.0999 eV. For the energy above the lowest of the compared OMol25 structures with the same formula, charge and spin, the calculation gives 417.1 kJ/mol.

[5]
The following is a DFT calculation (the ωB97M-V functional and the def2-TZVPD basis) of an isolated molecule of C4H7NO.

Cartesian coordinates (Å):
1 C 1.7244 0.3340 -0.4754
2 N 0.3851 0.3143 0.0051
3 C -0.7006 1.0462 0.4659
4 C -0.5806 -0.4708 0.6432
5 C -1.3929 -1.3248 -0.2768
6 O -1.9175 -2.3687 0.0241
7 H 2.2666 1.2181 -0.1227
8 H 1.7485 0.3251 -1.5734
9 H 2.2491 -0.5566 -0.1195
10 H -0.6281 1.6422 1.3815
11 H -1.4041 1.4450 -0.2726
12 H -0.4321 -0.8689 1.6533
13 H -1.4427 -0.9057 -1.3093

The calculation puts the HOMO energy at -8.6524 eV. For the energy above the lowest of the compared OMol25 structures with the same formula, charge and spin, the calculation gives 287.0 kJ/mol.

[6]
The following is a DFT calculation (the ωB97M-V functional and the def2-TZVPD basis) of a structure of composition C33H25F3N4O4S3 at a distorted geometry.

Cartesian coordinates (Å):
1 C 4.0746 -2.5727 1.6954
2 C 3.4604 -1.3750 2.0602
3 C 2.1622 -1.0919 1.6231
4 C 1.4956 -2.0179 0.8170
5 N 0.1360 -1.8710 0.4452
6 C -0.6660 -0.7761 0.3289
7 N -1.9292 -1.2259 0.5862
8 C -3.0892 -0.4129 0.7363
9 C -3.0643 0.6364 1.6445
10 C -4.1959 1.4516 1.7913
11 C -5.3176 1.2156 0.9885
12 C -5.3425 0.1340 0.1048
13 C -4.2255 -0.7014 -0.0049
14 C -1.8550 -2.6117 0.7672
15 C -2.9572 -3.5050 1.1036
16 C -2.8876 -4.8107 0.5794
17 C -3.9182 -5.7096 0.8325
18 C -4.9997 -5.3305 1.6406
19 C -5.0351 -4.0553 2.2199
20 C -4.0066 -3.1508 1.9782
21 N -0.6146 -3.0234 0.6245
22 C 2.0675 -3.2574 0.5250
23 C 3.3802 -3.5137 0.9209
24 H 5.1043 -2.7691 1.9977
25 H 3.9853 -0.6466 2.6804
26 H 1.6334 -0.1956 1.9566
27 H -2.1565 0.8369 2.2229
28 H -4.1882 2.2681 2.5227
29 H -6.1913 1.8701 1.0511
30 H -6.2308 -0.0708 -0.4940
31 H -4.2213 -1.5643 -0.6721
32 H -2.0263 -5.0753 -0.0359
33 H -3.8730 -6.7052 0.3923
34 H -5.8137 -6.0329 1.8227
35 H -5.8634 -3.7541 2.8594
36 H -4.0002 -2.1641 2.4450
37 H 1.4698 -3.9940 -0.0105
38 H 3.8615 -4.4414 0.6183
39 F 2.1145 3.8223 -2.8542
40 C 1.8062 2.5750 -3.2900
41 F 0.8414 2.6634 -4.2383
42 F 2.9221 2.0238 -3.8535
43 S 1.1845 1.4597 -1.9425
44 N 1.6670 2.2891 -0.2760
45 S 0.3102 2.6251 0.8285
46 C -0.8861 1.7695 -0.0823
47 C -1.9308 2.3558 -0.7555
48 C -2.4804 1.7588 -1.8916
49 C -1.8612 0.6634 -2.4738
50 C -0.7211 0.1197 -1.9200
51 C -0.4025 0.3857 -0.4363
52 O 0.4922 1.8498 2.0401
53 O 0.1289 4.0490 0.8506
54 S 3.2126 1.7887 0.2427
55 C 4.3558 2.7760 -0.6918
56 C 5.1261 2.1497 -1.6705
57 C 6.0856 2.8952 -2.3530
58 C 6.2833 4.2384 -2.0300
59 C 5.5048 4.8544 -1.0431
60 C 4.5307 4.1241 -0.3674
61 O 3.3079 2.1563 1.6277
62 O 3.4033 0.4173 -0.1610
63 H -2.3216 3.2978 -0.3630
64 H -3.3615 2.2034 -2.3656
65 H -2.2304 0.2944 -3.4297
66 H -0.1840 -0.7084 -2.3949
67 H 0.6613 0.3274 -0.1330
68 H 4.9675 1.0943 -1.8810
69 H 6.6840 2.4079 -3.1229
70 H 7.0477 4.8127 -2.5553
71 H 5.6656 5.9023 -0.7873
72 H 3.9147 4.5716 0.4088

The calculation puts the HOMO energy at -6.2790 eV.

[7]
The following is a DFT calculation (the ωB97M-V functional and the def2-TZVPD basis) of a cluster of 2 separate species, C4H14N2 in total at a distorted geometry.

Cartesian coordinates (Å):
1 C -1.3391 1.5971 -1.1376
2 C -1.6474 0.3383 -1.9062
3 C -1.5859 -0.8687 -0.9509
4 H -0.4439 1.4775 -0.5567
5 H -2.1126 2.0047 -0.4610
6 H -1.0641 2.3443 -1.9064
7 H -1.0085 0.0764 -2.7515
8 H -2.6814 0.4912 -2.2428
9 H -2.1014 -1.7236 -1.4431
10 H -0.5520 -1.1622 -0.7815
11 H -2.1127 -0.6692 -0.0143
12 N 3.0892 -0.5903 1.5875
13 C 1.8533 -0.1916 1.0104
14 N 0.6222 -0.4095 1.8221
15 H 3.0625 -1.5609 1.8835
16 H 3.4496 -0.0061 2.3229
17 H 1.9072 0.8653 0.6420
18 H 1.5510 -0.7584 0.1175
19 H 0.6653 -1.3967 2.1188
20 H 0.4486 0.1424 2.6471

The calculation puts the HOMO energy at -8.9047 eV. For the energy above the lowest of the compared OMol25 structures with the same formula, charge and spin, the calculation gives 43.1 kJ/mol.

[8]
The following is a DFT calculation (the ωB97M-V functional and the def2-TZVPD basis) of a structure of composition CH4F3NaO5S at a distorted geometry.

Cartesian coordinates (Å):
1 Na 9.1503 -8.8811 -3.9791
2 C 9.6090 -6.9443 -6.8877
3 F 10.7381 -7.0580 -6.2680
4 F 9.3736 -5.6756 -7.0775
5 F 9.7373 -7.5215 -8.0921
6 S 8.1873 -7.7873 -5.8797
7 O 8.4521 -9.1591 -6.0016
8 O 8.3745 -7.2872 -4.4806
9 O 6.9686 -7.3685 -6.5781
10 O 9.1507 -10.5623 -4.4272
11 H 9.6169 -11.3228 -4.0802
12 H 8.2614 -10.8784 -4.5870
13 O 10.6644 -8.9896 -4.9724
14 H 11.5548 -8.7030 -5.1757
15 H 10.5106 -9.7298 -5.5596

The calculation puts the HOMO energy at -9.9988 eV.

Number 5 is which compound?
C4H7NO